The following is a quantum chemistry calculation of C43H46MoN5O3SiTe as an isolated structure in a non-equilibrium geometry, from OMol25.

Cartesian coordinates (Å):
Mo 1.633 -0.567 1.359
O 1.987 3.543 2.799
C 1.913 2.340 2.644
N 2.312 1.567 1.598
C 3.124 2.061 0.577
C 3.515 3.388 0.392
C 4.383 3.707 -0.640
C 4.859 2.724 -1.498
C 4.462 1.405 -1.338
C 3.590 1.080 -0.306
N 3.133 -0.229 0.005
C 3.521 -1.315 -0.746
O 3.994 -1.341 -1.866
C 3.339 -2.597 0.029
C 3.779 -3.815 -0.440
C 3.655 -4.914 0.398
C 3.112 -4.746 1.665
C 2.659 -3.495 2.041
N 2.765 -2.444 1.227
C 1.227 1.423 3.692
C 0.960 1.795 5.089
C 0.547 0.776 5.863
C 0.298 -0.597 5.423
C 0.691 -1.284 4.310
N 1.612 -0.888 3.381
H 3.145 4.146 1.064
H 4.690 4.735 -0.772
H 5.535 2.979 -2.302
H 4.807 0.646 -2.019
H 4.217 -3.863 -1.427
H 3.988 -5.890 0.072
H 3.021 -5.572 2.355
H 2.204 -3.309 3.004
H 1.106 2.803 5.448
H 0.297 0.982 6.897
H -0.351 -1.167 6.077
H 0.249 -2.248 4.096
C -1.252 2.041 3.163
C -0.083 1.151 2.892
O 2.174 0.314 3.777
N -0.005 0.386 1.905
Te 0.057 1.552 -0.784
C -0.117 2.671 -2.598
C -0.227 2.105 -3.865
C -0.099 0.628 -4.102
C -0.457 2.938 -4.958
C -0.561 4.312 -4.826
C -0.818 5.196 -6.016
C -0.397 4.860 -3.560
C -0.162 4.069 -2.442
C 0.052 4.768 -1.121
C -1.636 0.334 -1.208
C -2.910 0.899 -1.040
C -3.137 2.340 -0.669
C -4.036 0.116 -1.278
C -3.939 -1.204 -1.688
C -5.164 -2.043 -1.932
C -2.671 -1.730 -1.872
C -1.513 -0.992 -1.644
C -0.218 -1.693 -1.974
H -1.533 1.996 4.215
H -2.086 1.745 2.532
H -0.970 3.072 2.935
H 0.750 0.215 -3.554
H 0.043 0.423 -5.162
H -0.997 0.101 -3.772
H -0.548 2.491 -5.942
H -0.926 4.609 -6.927
H 0.000 5.903 -6.164
H -1.730 5.778 -5.878
H -0.436 5.937 -3.438
H 0.176 5.838 -1.283
H 0.940 4.407 -0.600
H -0.796 4.625 -0.448
H -2.382 2.714 0.023
H -4.117 2.464 -0.209
H -3.099 2.971 -1.560
H -5.016 0.560 -1.141
H -6.072 -1.446 -1.863
H -5.237 -2.849 -1.200
H -5.132 -2.503 -2.921
H -2.567 -2.751 -2.221
H -0.183 -2.663 -1.484
H 0.664 -1.127 -1.675
H -0.156 -1.856 -3.052
C -3.586 -3.351 2.048
Si -1.940 -4.197 1.822
C -2.015 -5.455 0.446
C -1.449 -5.067 3.403
C -0.672 -2.932 1.455
C 0.158 -2.048 1.322
H -4.406 -4.063 1.944
H -3.719 -2.560 1.309
H -3.656 -2.896 3.037
H -2.808 -6.180 0.639
H -1.073 -5.998 0.361
H -2.217 -4.985 -0.516
H -2.196 -5.822 3.657
H -1.386 -4.369 4.240
H -0.486 -5.569 3.306

Cartesian forces, eV/Å:
-1.08 1.45 0.88
0.06 0.08 0.08
-0.09 -0.11 0.12
0.14 -0.35 -0.14
-0.10 0.11 0.03
-0.05 0.08 -0.03
0.01 -0.06 -0.05
-0.04 0.03 0.07
0.02 0.08 -0.12
-0.11 -0.23 -0.03
0.30 -0.16 -0.24
0.13 -0.13 -0.08
-0.15 -0.01 0.31
-0.07 0.17 -0.03
0.01 -0.04 0.09
-0.02 0.04 0.01
0.00 0.05 -0.04
0.06 0.02 -0.02
0.28 -0.50 -0.10
0.01 0.08 -0.33
0.02 -0.01 0.02
-0.03 -0.05 0.03
0.03 0.08 -0.02
-0.07 0.04 -0.04
0.28 -0.21 -0.25
0.05 -0.02 -0.02
0.01 0.04 -0.01
0.01 0.02 -0.02
0.00 0.03 0.04
-0.01 -0.01 -0.01
0.02 -0.01 0.01
0.01 -0.02 -0.01
-0.02 0.00 -0.04
-0.02 0.04 0.01
0.00 -0.02 0.01
-0.01 0.00 0.01
0.00 -0.02 0.00
-0.03 -0.08 0.08
0.06 0.09 0.15
-0.03 -0.01 0.13
0.50 -0.23 -0.20
-0.24 -0.21 -0.26
0.19 0.30 0.27
0.01 -0.08 -0.06
-0.02 0.06 -0.03
-0.02 0.01 -0.01
0.00 0.00 -0.02
-0.01 -0.01 0.01
0.04 -0.03 0.01
0.01 0.03 -0.08
-0.03 -0.05 0.02
0.04 0.03 0.09
-0.04 -0.01 0.01
0.06 0.02 0.06
-0.01 0.02 0.03
0.00 -0.01 0.01
0.01 0.02 -0.01
0.00 -0.03 0.00
-0.02 -0.08 0.01
0.07 -0.01 0.09
-0.02 0.00 0.00
-0.01 0.00 -0.04
0.01 0.03 0.02
-0.03 0.06 -0.02
0.03 0.00 -0.03
0.05 0.07 -0.08
0.00 -0.01 -0.02
0.00 -0.01 -0.01
0.02 0.01 0.01
-0.01 0.01 0.00
0.00 0.02 0.00
-0.02 0.00 0.00
0.01 -0.01 -0.02
-0.01 -0.03 0.02
-0.03 -0.03 0.01
-0.04 0.01 -0.03
0.04 0.02 -0.01
-0.01 0.00 0.00
0.00 0.01 0.00
0.01 -0.02 0.03
0.00 0.00 0.00
0.00 -0.07 0.00
0.00 -0.07 0.08
-0.07 -0.03 -0.01
0.01 -0.05 0.06
-0.03 0.01 -0.02
-0.06 -0.04 0.01
0.02 0.01 -0.04
-0.02 -0.03 0.04
0.07 0.04 -0.02
0.03 -0.14 -0.23
-0.04 -0.01 0.02
-0.01 0.02 -0.07
0.01 0.03 0.02
-0.01 -0.03 0.00
0.02 -0.01 -0.01
-0.03 0.04 -0.06
0.00 -0.03 0.03
0.00 0.03 0.02
0.03 -0.01 -0.02

Results
Multiplicity ... 2
⟨S²⟩ ... 0.801
HOMO level (spin up / spin down) ... -7.45 / -7.55 eV
ΔE to the lowest compared entry with this formula, charge and spin ... 0.00 kcal per mole
Orbital gap (spin up / spin down) ... 5.406 / 6.004 eV
Charge ... 0
Max |F| ... 2.00 eV/A

These are the Löwdin partial charges, in e, on atoms 1 to 2: atom 1 (Mo): 1.705, atom 2 (O): 0.087